1.
{
  "formula": "C31H92N4O19",
  "method": "ωB97M-V with the def2-TZVPD basis set",
  "species": ["C", "C", "O", "O", "H", "H", "H", "H", "H", "H", "C", "C", "O", "O", "H", "H", "H", "H", "H", "H", "C", "C", "O", "O", "H", "H", "H", "H", "H", "H", "C", "C", "O", "O", "H", "H", "H", "H", "H", "H", "C", "C", "O", "O", "H", "H", "H", "H", "H", "H", "C", "C", "O", "O", "H", "H", "H", "H", "H", "H", "C", "O", "H", "H", "H", "H", "C", "O", "H", "H", "H", "H", "C", "O", "H", "H", "H", "H", "C", "C", "C", "O", "C", "N", "H", "H", "H", "H", "H", "H", "H", "H", "H", "H", "H", "C", "C", "C", "O", "C", "N", "H", "H", "H", "H", "H", "H", "H", "H", "H", "H", "H", "C", "C", "C", "O", "C", "N", "H", "H", "H", "H", "H", "H", "H", "H", "H", "H", "H", "C", "C", "C", "O", "C", "N", "H", "H", "H", "H", "H", "H", "H", "H", "H", "H", "H"],
  "xyz": [[-4.87, -3.32, -2.98], [-5.16, -1.94, -2.46], [-4.17, -1.07, -2.98], [-4.97, -3.42, -4.38], [-5.57, -4.04, -2.56], [-3.84, -3.57, -2.69], [-5.08, -2.01, -1.38], [-6.12, -1.56, -2.83], [-4.58, -0.41, -3.55], [-4.69, -2.56, -4.74], [3.59, -0.57, -2.40], [4.05, -1.69, -3.28], [3.42, -2.95, -2.93], [2.33, 0.00, -2.73], [4.38, 0.18, -2.42], [3.59, -0.97, -1.37], [5.15, -1.68, -3.37], [3.79, -1.44, -4.33], [3.94, -3.66, -3.31], [1.62, -0.66, -2.52], [1.44, 3.90, 3.86], [2.62, 4.30, 3.00], [2.09, 4.88, 1.80], [0.98, 4.96, 4.73], [1.73, 3.07, 4.50], [0.57, 3.57, 3.27], [3.20, 3.39, 2.81], [3.11, 5.11, 3.54], [2.77, 5.20, 1.19], [0.59, 5.66, 4.19], [2.14, -3.01, 0.93], [1.69, -3.29, 2.36], [2.21, -4.53, 2.87], [3.52, -2.67, 0.91], [1.56, -2.20, 0.49], [1.85, -3.89, 0.33], [0.59, -3.38, 2.38], [1.99, -2.47, 3.02], [2.73, -5.00, 2.22], [4.03, -3.48, 0.85], [2.58, 3.86, -3.05], [2.89, 4.90, -4.05], [3.66, 4.37, -5.12], [2.13, 2.68, -3.73], [1.72, 4.25, -2.47], [3.36, 3.69, -2.31], [3.42, 5.72, -3.56], [1.95, 5.34, -4.42], [3.48, 3.41, -5.10], [2.24, 1.91, -3.15], [-2.63, -1.02, 4.40], [-2.89, -0.12, 5.58], [-4.17, 0.50, 5.60], [-3.58, -2.03, 4.20], [-1.65, -1.48, 4.60], [-2.54, -0.42, 3.48], [-2.10, 0.64, 5.47], [-2.69, -0.73, 6.47], [-4.07, 1.25, 6.20], [-3.24, -2.66, 3.54], [-3.71, -4.27, 1.59], [-2.59, -3.60, 2.18], [-4.21, -3.69, 0.80], [-3.34, -5.14, 1.01], [-4.40, -4.61, 2.35], [-2.12, -3.09, 1.50], [-1.20, 5.60, 0.44], [-0.94, 6.25, 1.66], [-0.67, 4.65, 0.32], [-2.25, 5.47, 0.20], [-0.72, 6.20, -0.36], [0.00, 6.16, 1.84], [5.39, 5.06, -1.10], [4.32, 4.64, -0.26], [6.34, 4.70, -0.69], [5.33, 4.78, -2.17], [5.36, 6.15, -1.20], [4.24, 3.67, -0.23], [0.52, -1.81, -4.78], [-0.19, -2.40, -3.58], [-0.66, -3.80, -3.95], [-1.36, -4.32, -2.86], [-1.76, -5.65, -3.07], [0.67, -2.39, -2.36], [0.89, -0.81, -4.57], [-0.21, -1.75, -5.58], [1.37, -2.44, -5.05], [-1.10, -1.80, -3.50], [0.18, -4.48, -4.16], [-1.31, -3.72, -4.84], [-2.47, -5.70, -3.90], [-2.26, -5.95, -2.16], [-0.87, -6.27, -3.26], [0.29, -3.08, -1.71], [1.61, -2.70, -2.65], [-2.39, 1.21, 0.02], [-1.31, 0.36, -0.64], [-0.05, 0.24, 0.16], [0.42, 1.45, 0.68], [1.04, 2.28, -0.21], [-1.83, -0.95, -0.95], [-2.69, 0.83, 1.00], [-3.24, 1.24, -0.66], [-2.04, 2.24, 0.14], [-1.10, 0.90, -1.59], [0.69, -0.28, -0.46], [-0.27, -0.41, 1.02], [2.02, 1.89, -0.55], [1.23, 3.23, 0.28], [0.45, 2.50, -1.11], [-2.69, -0.98, -1.45], [-1.14, -1.56, -1.38], [6.85, 2.36, 1.80], [7.03, 0.91, 1.24], [6.23, 0.66, -0.03], [4.94, 1.13, 0.04], [4.15, 0.74, 1.14], [8.41, 0.48, 0.99], [6.80, 2.32, 2.88], [5.98, 2.88, 1.41], [7.72, 2.95, 1.48], [6.56, 0.18, 1.91], [6.18, -0.42, -0.26], [6.67, 1.13, -0.91], [3.08, 0.84, 0.91], [4.42, 1.33, 2.02], [4.15, -0.33, 1.42], [8.90, 1.16, 0.42], [8.95, 0.36, 1.84], [-5.33, 0.16, 1.64], [-6.56, -0.32, 2.54], [-7.24, -1.46, 1.80], [-8.61, -1.48, 2.17], [-9.16, -2.74, 2.25], [-6.09, -0.72, 3.86], [-4.85, 0.91, 2.26], [-5.73, 0.70, 0.77], [-4.70, -0.67, 1.32], [-7.23, 0.54, 2.52], [-6.79, -2.42, 2.07], [-7.25, -1.17, 0.74], [-8.49, -3.40, 2.83], [-9.32, -3.22, 1.27], [-10.10, -2.68, 2.78], [-5.38, -0.05, 4.15], [-5.53, -1.56, 3.92]],
  "mulliken_charge": [-0.11, 0.06, -0.52, -0.56, 0.40, -0.05, -0.22, 0.48, 0.27, 0.31, 0.74, -1.02, -0.55, 0.12, 0.34, -0.36, 0.53, 0.29, 0.26, -0.52, -0.51, 0.25, -0.42, -0.60, 0.38, 0.21, -0.20, 0.42, 0.19, 0.33, 0.39, 0.02, -0.54, -0.41, -0.73, 0.44, 0.10, 0.22, 0.32, 0.28, 0.54, -0.53, -0.56, -0.67, 0.05, -0.16, 0.34, 0.32, 0.37, 0.26, 0.11, -0.61, -0.51, -0.56, 0.43, -0.16, 0.33, 0.30, 0.30, 0.51, -0.51, -0.61, 0.03, 0.29, 0.37, 0.26, 0.00, -0.55, -0.29, 0.34, 0.27, 0.27, -0.73, -0.36, 0.22, 0.28, 0.29, 0.23, -1.74, 1.20, -1.18, -0.06, -0.92, -0.42, 0.31, 0.56, 0.29, -0.04, 0.39, 0.37, 0.32, 0.20, 0.38, 0.16, 0.23, -1.23, 1.04, 0.82, -0.40, -0.16, 0.48, -0.21, 0.55, 0.11, -0.02, -1.06, 0.33, -0.22, -0.03, 0.42, -0.08, -0.44, -1.01, 0.32, -0.93, 0.35, -0.40, -0.66, 0.23, -0.01, 0.39, 0.42, 0.15, 0.47, -0.41, 0.39, 0.26, 0.26, 0.25, -1.29, 0.31, -0.38, -0.39, -0.73, -0.72, 0.52, 0.52, 0.07, 0.32, 0.21, 0.19, 0.32, 0.27, 0.27, 0.18, 0.36],
  "total_charge": 0,
  "multiplicity": 1
}


2.
{
  "formula": "C3H5NO2",
  "method": "ωB97M-V with the def2-TZVPD basis set",
  "species": ["C", "C", "C", "N", "O", "O", "H", "H", "H", "H", "H"],
  "xyz": [[1.91, 0.44, 0.92], [0.15, 0.69, 0.52], [-1.72, -0.58, -0.06], [2.63, 0.13, -0.03], [-0.40, 1.66, 0.85], [-0.24, -0.48, 0.02], [2.26, 0.83, 1.85], [-1.99, -0.89, -1.08], [-2.10, 0.48, 0.12], [-2.01, -1.07, 0.75], [3.53, -0.05, 0.31]],
  "mulliken_charge": [-0.14, 0.58, -0.69, -0.49, -0.46, -0.31, 0.37, 0.24, 0.32, 0.32, 0.25],
  "smiles": "[H]/N=C/C(=O)OC",
  "total_charge": 0,
  "multiplicity": 1
}


Quick rundown of energy relative to the best compared isomer or geometry (same formula, charge and spin), same order as above: 1.104, 2.906 eV
Quick rundown of highest occupied orbital energy, same order as above: -7.97, -9.38 eV
Quick rundown of DFT total energy, same order as above: -78494.8534, -8774.7891 eV